Entry from the Open Molecules 2025 dataset: a structure of composition C17H23F5NO3P2Tm (ωB97M-V with the def2-TZVPD basis set).

Each line ends with the Mulliken charge.
Geometry (Å):
Tm -0.28 0.24 0.60  0.519
P 0.49 1.53 -1.67  0.884
C 1.99 0.52 -2.11  -1.369
C 2.32 -0.67 -1.24  0.621
N 1.53 -1.03 -0.19  0.147
C 1.80 -2.17 0.49  0.924
C 2.95 -2.90 0.24  -0.846
C 3.80 -2.51 -0.79  -0.530
C 3.46 -1.40 -1.55  -0.731
C 0.83 -2.63 1.58  -1.506
P -0.99 -2.35 1.24  0.734
H 4.08 -1.06 -2.38  0.528
H 3.15 -3.78 0.86  0.486
H 4.71 -3.07 -1.00  0.451
H 0.93 -3.72 1.72  0.587
H 1.08 -2.14 2.54  0.490
H 1.87 0.22 -3.07  0.739
H 2.86 1.21 -2.09  0.503
H -1.44 -2.67 -6.16  0.313
O -0.68 -3.09 -5.86  -0.590
H -0.71 -2.97 -4.89  0.279
H -3.37 0.61 -3.37  0.268
O -3.17 0.50 -2.47  -0.512
H -4.04 0.29 -2.08  0.293
C -1.37 -3.82 0.23  -1.255
H -0.92 -4.72 0.66  0.415
H -2.46 -3.94 0.19  0.422
H -1.00 -3.67 -0.79  0.345
C -1.72 -2.80 2.85  -1.244
H -2.79 -2.54 2.81  0.418
H -1.62 -3.88 3.05  0.399
H -1.25 -2.24 3.66  0.402
C 1.31 3.07 -1.12  -1.443
H 2.03 3.40 -1.88  0.508
H 0.53 3.84 -1.00  0.439
H 1.81 2.93 -0.16  0.383
C -0.08 2.01 -3.34  -1.203
H -1.02 2.56 -3.23  0.385
H 0.66 2.64 -3.85  0.435
H -0.28 1.11 -3.93  0.401
F -3.00 4.66 4.70  -0.255
C -2.15 3.97 3.92  0.599
C -0.82 4.41 3.79  0.232
F -0.44 5.55 4.41  -0.237
C 0.09 3.69 3.04  0.122
F 1.35 4.13 2.83  -0.271
C -0.32 2.49 2.42  0.309
O 0.55 1.72 1.77  -0.658
C -1.68 2.15 2.47  0.428
F -2.13 1.06 1.62  -0.327
C -2.59 2.83 3.23  -0.169
F -3.88 2.43 3.33  -0.261

The energy is -87315.9604 eV. As for the expectation value of S²: 2.00. Its net charge is +2. The spin multiplicity is 3. Its energy above the lowest of the compared OMol25 structures with the same formula, charge and spin is 0.0 kJ/mol.

---

Entry from the Open Molecules 2025 dataset: an isolated molecule of C7H8 (ωB97M-V with the def2-TZVPD basis set).

Each line ends with the Mulliken charge.
Geometry (Å):
C 1.74 3.49 0.53  0.069
C 1.05 2.54 0.26  -0.853
C -1.31 1.11 0.01  -0.546
C -0.05 1.41 0.20  0.205
C -0.26 -0.05 0.05  0.959
C -0.07 -0.59 -1.38  -1.712
C -0.20 -1.00 1.22  -1.286
H 2.51 4.12 0.85  0.448
H -2.38 1.26 -0.16  0.371
H -0.34 0.15 -1.99  0.486
H -0.60 -1.41 -1.59  0.509
H 0.94 -0.94 -1.47  0.359
H 0.79 -1.65 1.08  0.261
H -0.99 -1.61 1.42  0.385
H -0.23 -0.48 2.18  0.345

The energy is -7382.8851 eV. Its SMILES is C#CC1=CC1(C)C. Its energy above the lowest of the compared OMol25 structures with the same formula, charge and spin is 565.6 kJ/mol.

---

Entry from the Open Molecules 2025 dataset: a structure of composition C33H22F9MoNPS3SbSe3Te (ωB97M-V with the def2-TZVPD basis set).

Each line ends with the Mulliken charge.
Geometry (Å):
Mo 0.23 -0.52 -0.63  -1.188
Se -2.06 -1.16 0.49  -0.118
Se -2.31 -3.43 -0.01  -0.320
Te -2.23 -3.25 -2.50  -0.107
Se 0.00 -2.06 -2.57  -0.424
S 2.17 3.38 0.90  -0.542
Sb 0.32 3.82 -0.29  0.483
S -1.53 2.50 0.74  -0.242
S -0.81 1.64 -1.02  0.014
F 7.58 -0.59 3.34  -0.270
C 6.98 0.55 2.95  0.732
F 7.65 0.99 1.87  -0.288
F 7.20 1.44 3.94  -0.270
C 5.52 0.35 2.69  0.153
C 4.72 -0.11 3.73  -1.290
C 3.37 -0.32 3.52  0.079
C 2.81 -0.07 2.26  -0.952
C 3.62 0.39 1.23  0.036
C 4.98 0.60 1.44  -0.656
P 1.04 -0.39 1.90  3.280
C 0.86 -2.09 2.56  1.001
C 0.68 -2.37 3.92  -0.355
C 0.61 -3.67 4.37  -1.242
C 0.73 -4.72 3.47  0.321
C 0.90 -4.47 2.12  -1.522
C 0.96 -3.16 1.67  -0.351
C 0.61 -6.13 3.97  0.820
F -0.68 -6.49 4.16  -0.258
F 1.14 -7.03 3.13  -0.277
F 1.22 -6.29 5.16  -0.278
C 0.18 0.60 3.17  0.662
C 0.77 1.75 3.69  -0.838
C 0.07 2.55 4.59  -1.035
C -1.21 2.19 4.97  0.370
C -1.80 1.04 4.47  -1.186
C -1.11 0.25 3.57  -0.504
C -1.99 3.07 5.90  0.824
F -2.81 2.36 6.71  -0.278
F -1.20 3.81 6.70  -0.282
F -2.78 3.94 5.23  -0.253
H 5.16 -0.30 4.70  0.400
H 2.76 -0.67 4.33  0.386
H 3.18 0.59 0.27  0.820
H 5.60 0.95 0.63  0.649
H 0.57 -1.56 4.62  0.418
H 0.47 -3.87 5.42  0.419
H 0.96 -5.29 1.41  0.489
H 1.06 -2.98 0.61  0.287
H 1.76 2.04 3.39  0.373
H 0.53 3.44 4.98  0.439
H -2.80 0.76 4.77  0.422
H -1.58 -0.64 3.16  0.558
C 2.08 3.32 -4.19  -0.603
C 3.00 3.21 -3.16  -0.725
C 3.00 2.09 -2.34  0.438
C 2.07 1.07 -2.52  -1.106
C 1.16 1.18 -3.58  -0.232
C 1.16 2.30 -4.40  -0.640
N 2.05 -0.05 -1.64  1.906
C 3.12 -0.92 -1.76  0.231
C 4.00 -0.92 -2.86  -0.759
C 5.04 -1.83 -2.94  -0.646
C 5.25 -2.78 -1.95  -0.752
C 4.39 -2.79 -0.85  -0.930
C 3.36 -1.88 -0.76  -0.122
H 2.07 4.20 -4.83  0.349
H 3.72 4.00 -2.98  0.398
H 3.71 2.02 -1.52  0.297
H 0.45 0.38 -3.74  0.147
H 0.43 2.38 -5.20  0.402
H 3.85 -0.21 -3.66  0.410
H 5.69 -1.81 -3.81  0.387
H 6.07 -3.49 -2.02  0.389
H 4.53 -3.51 -0.06  0.469
H 2.72 -1.89 0.12  0.586

The energy is -314054.0604 eV. As for the expectation value of S²: 3.79. Its net charge is -1. The spin multiplicity is 4. Its energy above the lowest of the compared OMol25 structures with the same formula, charge and spin is 14.7 kJ/mol.

---

What max |F| values result from the calculations? In sequence: 0.0674; 0.1039; 0.0052 hartree/bohr.